DFT (ωB97M-V/def2-TZVPD) results for C10H10BClF4Ir as an isolated structure in a non-equilibrium geometry.

Last column: Löwdin charge in e.
Element x y z (Å)
C 0.8192 -1.2090 1.0201  -0.078
C 0.9476 -1.6196 -0.3515  -0.189
C -0.4124 -1.8615 -0.8715  -0.258
H 1.7977 -1.6910 -1.0044  0.107
C -1.3202 -1.5874 0.1877  -0.122
C -0.5620 -1.0834 1.2912  -0.110
H -0.9660 -0.7510 2.2306  0.101
H 1.6037 -1.0528 1.7673  0.140
H -0.6275 -2.1509 -1.8843  0.107
H -2.4146 -1.6859 0.1340  0.132
Ir -0.1379 0.2247 -0.7029  1.325
Cl 0.2721 2.4623 0.2404  0.432
C 0.1832 2.1810 -1.9342  -0.441
C -1.0761 1.4699 -2.1615  -0.247
C -0.7652 0.2537 -2.8325  -0.209
H -2.0560 1.9454 -2.1784  0.129
C 0.6604 0.1153 -2.8760  -0.194
C 1.2354 1.2424 -2.2528  -0.187
H 2.2946 1.4852 -2.2553  0.129
H 0.2522 3.2292 -2.1063  0.113
H -1.4609 -0.3820 -3.3899  0.133
H 1.1921 -0.6442 -3.4564  0.133
F 0.2922 1.4298 3.9344  0.034
B 0.0808 0.2318 4.7004  -1.163
F -0.0154 0.4772 6.0966  0.078
F -1.0520 -0.4774 4.1605  0.036
F 1.2350 -0.5519 4.4944  0.067

Values from the calculation:
energy = -37436.545 eV
LUMO (alpha / beta) = -0.60 / -4.42 eV
2S+1 = 6
frontier orbital gap (alpha / beta) = 7.4 / 5.9 eV
total charge = 0